[1]
Formula: C25H31F2InN10S3
Source: the OMol25 dataset
Level of theory: ωB97M-V/def2-TZVPD

Last column: Mulliken charge in e.
Positions of all 72 atoms, in Å:
In (0.068, 0.416, 0.238)  1.0825
N (1.195, -3.256, 2.887)  0.0371
C (0.278, -2.320, 2.608)  -0.5526
N (0.684, -1.613, 1.581)  0.2821
C (1.883, -2.163, 1.246)  0.0214
N (2.206, -3.165, 2.036)  -0.7080
C (2.680, -1.713, 0.123)  0.2685
C (3.887, -2.347, -0.212)  -0.4661
N (4.595, -1.977, -1.256)  -0.5467
C (4.116, -0.998, -2.004)  -0.4676
C (2.927, -0.349, -1.683)  -0.6370
N (2.225, -0.692, -0.610)  0.4541
H (1.211, -3.959, 3.614)  0.2085
H (-0.642, -2.180, 3.139)  0.5361
H (4.274, -3.155, 0.392)  0.5238
H (4.700, -0.718, -2.869)  0.4226
H (2.533, 0.460, -2.287)  0.4944
F (4.105, 2.803, 3.089)  -0.3792
C (2.849, 2.336, 3.133)  0.0458
C (2.329, 1.727, 2.001)  -0.3223
C (1.023, 1.302, 2.016)  0.3914
C (0.208, 1.405, 3.142)  -0.3463
C (0.770, 2.062, 4.247)  0.6850
F (0.056, 2.300, 5.354)  -0.3416
C (2.071, 2.536, 4.254)  -0.9042
C (-1.156, 0.830, 3.123)  0.4701
C (-1.984, 0.763, 4.248)  -1.1467
C (-3.260, 0.238, 4.128)  -0.5907
C (-3.691, -0.232, 2.897)  -0.9749
C (-2.793, -0.183, 1.847)  -0.2456
N (-1.578, 0.328, 1.959)  0.3700
H (2.944, 1.610, 1.118)  0.7588
H (2.467, 3.036, 5.123)  0.5786
H (-1.663, 1.126, 5.209)  0.6145
H (-3.906, 0.193, 4.990)  0.4828
H (-4.682, -0.630, 2.760)  0.4826
H (-3.045, -0.573, 0.868)  0.3677
N (-1.772, 2.199, -0.172)  -0.4839
H (-1.529, 2.867, 0.556)  0.1501
H (-2.764, 2.006, -0.067)  0.2471
H (-1.624, 2.672, -1.061)  0.2514
S (1.051, 2.416, -1.618)  -0.3384
C (1.903, 3.519, -0.697)  0.4814
N (3.135, 3.916, -0.983)  -0.2174
C (3.844, 4.716, -0.004)  -0.6806
C (2.806, 5.286, 0.963)  -0.4443
S (1.267, 4.331, 0.703)  -0.0174
H (3.591, 3.628, -1.840)  0.2787
H (4.395, 5.516, -0.502)  0.3797
H (4.571, 4.084, 0.524)  0.2718
H (2.575, 6.332, 0.766)  0.4847
H (3.108, 5.172, 2.002)  0.2829
C (-1.744, -4.594, -4.825)  -1.1750
C (-2.468, -4.120, -3.571)  -0.3258
N (-1.610, -3.269, -2.752)  -0.0996
C (-1.714, -2.034, -2.278)  0.6319
S (-0.742, -1.775, -0.867)  -0.4304
N (-2.468, -1.054, -2.750)  -0.0403
C (-3.295, -1.033, -3.947)  -0.6718
C (-4.760, -1.316, -3.625)  -1.0768
H (-2.385, -5.284, -5.370)  0.3798
H (-0.827, -5.115, -4.562)  0.3684
H (-1.492, -3.764, -5.482)  0.2822
H (-2.725, -4.992, -2.957)  0.3581
H (-3.392, -3.610, -3.830)  0.1215
H (-0.866, -3.797, -2.311)  0.2593
H (-2.470, -0.202, -2.200)  0.1046
H (-2.899, -1.757, -4.658)  0.2780
H (-3.197, -0.041, -4.393)  0.4021
H (-4.869, -2.239, -3.060)  0.3225
H (-5.327, -1.403, -4.546)  0.3418
H (-5.189, -0.508, -3.038)  0.3748

The value obtained for the HOMO energy is -13.5 eV. Its calculated total energy is -3102.8497 a.u. As for the molar mass: 720.6 g mol⁻¹. The net charge is +2. The value obtained for the max |F| is 1.2 eV/Å.

=====

[2]
Formula: C25H31InN2PSe2Te2
Source: the OMol25 dataset
Level of theory: ωB97M-V/def2-TZVPD

Last column: Mulliken charge in e.
Positions of all 64 atoms, in Å:
In (-0.618, 0.137, -2.218)  1.2045
C (-1.917, 0.253, 3.609)  -1.6130
C (-0.460, 0.500, 3.322)  1.1735
C (0.371, 0.839, 4.389)  -0.8291
C (1.728, 1.066, 4.226)  -0.8270
C (2.299, 0.957, 2.968)  -0.5175
C (1.488, 0.633, 1.895)  -0.3862
C (0.122, 0.404, 2.046)  0.3750
P (-0.803, 0.036, 0.522)  1.3525
C (-2.368, 0.950, 0.656)  1.1635
C (-3.582, 0.267, 0.631)  -0.6234
C (-4.781, 0.954, 0.704)  -1.0210
C (-4.767, 2.337, 0.812)  -0.7496
C (-3.561, 3.020, 0.828)  -0.9014
C (-2.347, 2.349, 0.736)  0.6046
C (-1.065, 3.135, 0.710)  -1.3499
C (-1.161, -1.742, 0.563)  0.8838
C (-0.838, -2.516, 1.682)  -1.0857
C (-0.898, -3.896, 1.631)  -0.9424
C (-1.248, -4.523, 0.441)  -0.7084
C (-1.553, -3.769, -0.677)  -1.0000
C (-1.536, -2.372, -0.640)  0.9135
C (-1.903, -1.586, -1.842)  -1.3570
H (-2.044, -0.023, 4.655)  0.5773
H (-2.333, -0.542, 2.995)  0.2272
H (-2.514, 1.149, 3.422)  0.2542
H (-0.066, 0.920, 5.377)  0.4751
H (2.337, 1.321, 5.083)  0.3965
H (3.358, 1.130, 2.826)  0.4687
H (1.913, 0.560, 0.904)  -0.3728
H (-3.590, -0.816, 0.578)  0.4846
H (-5.718, 0.413, 0.688)  0.4628
H (-5.697, 2.887, 0.877)  0.4171
H (-3.558, 4.101, 0.891)  0.4402
H (-1.266, 4.182, 0.491)  0.5260
H (-0.388, 2.760, -0.063)  0.1210
H (-0.536, 3.082, 1.664)  0.2134
H (-0.527, -2.036, 2.601)  0.3298
H (-0.663, -4.480, 2.511)  0.4727
H (-1.288, -5.603, 0.388)  0.4167
H (-1.828, -4.261, -1.602)  0.4509
H (-2.814, -1.004, -1.681)  0.3045
H (-2.033, -2.198, -2.731)  0.4692
Se (0.949, 0.526, -4.268)  -0.4184
Te (-0.599, 1.543, -5.965)  -0.0500
Te (-1.320, 3.511, -4.312)  -0.1050
Se (-2.372, 1.978, -2.640)  -0.1823
N (4.373, -0.089, -3.359)  0.0362
C (4.372, 0.797, -2.141)  -1.2181
C (2.994, 0.688, -1.501)  -0.0785
N (2.533, -0.681, -1.266)  -0.0692
C (2.790, -1.626, -2.352)  -0.5122
C (4.188, -1.523, -2.937)  -0.7731
H (5.226, 0.033, -3.902)  0.3881
H (3.574, 0.190, -3.957)  0.0473
H (4.578, 1.817, -2.459)  0.4049
H (5.178, 0.446, -1.497)  0.3996
H (2.298, 1.193, -2.171)  0.0829
H (2.989, 1.240, -0.563)  0.4423
H (2.930, -1.044, -0.406)  0.3095
H (2.085, -1.436, -3.163)  0.0801
H (2.599, -2.639, -2.001)  0.5441
H (4.320, -2.167, -3.804)  0.4134
H (4.970, -1.729, -2.207)  0.3641

The value obtained for the HOMO energy is -9.6 eV. Its calculated total energy is -6951.0003 a.u. As for the molar mass: 918.4 g mol⁻¹. The net charge is +1. The value obtained for the max |F| is 0.6 eV/Å.

=====

[3]
Formula: C25H31InN6O2SSi
Source: the OMol25 dataset
Level of theory: ωB97M-V/def2-TZVPD

Last column: Mulliken charge in e.
Positions of all 67 atoms, in Å:
In (0.736, -0.111, 0.102)  1.3365
C (1.518, 2.350, 1.959)  -1.0683
Si (0.639, 1.174, 3.146)  -0.0511
C (-0.597, 2.131, 4.198)  -1.0488
C (1.928, 0.163, 4.073)  -0.9680
N (-0.348, 0.157, 2.067)  0.1346
C (-1.064, -0.934, 2.448)  0.5834
C (-1.234, -1.342, 3.793)  -0.2161
C (-2.061, -2.384, 4.133)  -1.1986
C (-2.707, -3.121, 3.142)  -0.7179
C (-2.525, -2.794, 1.813)  -0.6836
C (-1.727, -1.715, 1.463)  0.6235
O (-1.473, -1.358, 0.154)  -0.3656
C (-1.676, -2.344, -0.829)  -0.0522
C (-0.981, -3.540, -0.772)  0.5172
C (-1.133, -4.471, -1.785)  -1.1745
C (-1.994, -4.209, -2.843)  -0.7095
C (-2.704, -3.019, -2.874)  -0.6577
C (-2.545, -2.075, -1.868)  -0.6200
H (1.852, 3.254, 2.469)  0.4550
H (0.862, 2.661, 1.143)  0.2765
H (2.413, 1.879, 1.533)  0.2404
H (-0.069, 2.901, 4.764)  0.3900
H (-1.132, 1.502, 4.908)  0.3556
H (-1.334, 2.623, 3.562)  0.3095
H (2.650, 0.833, 4.544)  0.4018
H (2.476, -0.485, 3.383)  0.2957
H (1.504, -0.462, 4.857)  0.3553
H (-0.752, -0.764, 4.568)  0.3327
H (-2.214, -2.633, 5.174)  0.4353
H (-3.353, -3.946, 3.409)  0.4334
H (-3.034, -3.355, 1.040)  0.5058
H (-0.341, -3.732, 0.079)  0.7878
H (-0.591, -5.407, -1.742)  0.4663
H (-2.119, -4.938, -3.632)  0.4665
H (-3.401, -2.829, -3.679)  0.6599
H (-3.094, -1.142, -1.881)  0.4437
N (-1.826, 2.509, -0.189)  -0.0351
C (-0.998, 1.748, -0.435)  -0.1279
H (-2.531, 3.194, 0.014)  0.3073
S (3.084, -0.229, -1.308)  -0.3587
C (2.940, -1.872, -1.015)  0.3153
N (3.584, -2.776, -1.811)  0.0131
C (3.532, -4.105, -1.589)  -0.1632
C (2.835, -4.578, -0.518)  -0.7872
C (2.192, -3.625, 0.285)  -0.1020
N (2.214, -2.332, 0.027)  -0.2288
H (4.141, -2.409, -2.573)  0.2644
H (4.068, -4.744, -2.277)  0.4455
H (2.788, -5.632, -0.296)  0.4837
H (1.659, -3.923, 1.181)  0.6130
N (0.239, -0.582, -2.253)  -0.3589
C (0.040, -0.192, -3.330)  0.1700
N (-0.183, 0.206, -4.542)  0.1153
C (0.658, 1.189, -5.239)  -0.5260
C (1.091, 0.600, -6.579)  -0.5621
O (-0.029, 0.169, -7.323)  -0.3545
C (-0.742, -0.849, -6.654)  -0.6623
C (-1.301, -0.327, -5.335)  -0.1926
H (1.522, 1.434, -4.624)  0.3896
H (0.069, 2.092, -5.413)  0.2912
H (1.779, -0.240, -6.412)  0.3097
H (1.591, 1.359, -7.178)  0.3594
H (-0.086, -1.709, -6.461)  0.3357
H (-1.550, -1.156, -7.316)  0.3880
H (-1.794, -1.119, -4.775)  0.1109
H (-2.010, 0.480, -5.534)  0.2730

The value obtained for the HOMO energy is -12.7 eV. Its calculated total energy is -2327.5525 a.u. As for the molar mass: 622.5 g mol⁻¹. The net charge is +2. The value obtained for the max |F| is 2.6 eV/Å.

=====

In eV, the LUMO values for the records above are, in order, -5.184 -2.878 -6.907.
In kcal per mole, the relative energy (zero: lowest compared OMol25 entry of this formula, charge and spin) values for the records above are, in order, 19.3 15.0 34.3.